Record 1
22
Properties=species:S:1:pos:R:3 method="wB97M-V/def2-TZVPD" lumo_energy_ev="-12.09 / -12.09" smiles=CC(C)(C)c1[n+]#ccc[nH+]1 charge=+2 homo_lumo_gap_ha="0.2732 / 0.2732"
C 3.117 0.057 -0.583
C 3.703 -1.052 -0.134
C 2.624 -1.776 0.552
C 0.948 -0.128 -0.072
C -1.093 -0.629 -1.209
C -0.430 1.761 -0.780
C -1.199 0.525 1.109
C -0.398 0.378 -0.225
N 1.979 0.452 -0.612
N 1.354 -1.348 0.512
H 4.745 -1.258 -0.123
H 2.731 -2.751 1.099
H -2.118 -0.662 -1.240
H -0.890 -0.699 -2.244
H -0.796 -1.608 -0.955
H 0.478 2.271 -0.823
H -1.249 2.355 -0.442
H -0.564 1.563 -1.780
H -2.078 1.126 0.851
H -0.581 1.017 1.801
H -1.528 -0.373 1.616
H 0.744 -1.903 1.130



Record 2
18
Properties=species:S:1:pos:R:3 method="wB97M-V/def2-TZVPD" lumo_energy_ev=3.56 charge=-1 homo_lumo_gap_ha=0.2369
C 1.904 1.872 -0.007
C -0.139 -1.390 -0.655
C 0.453 -0.017 -1.191
C -1.186 -1.436 0.505
C -0.190 0.907 1.101
C 0.904 0.859 -0.004
C -1.458 -0.152 1.269
O 2.403 2.883 -0.305
O 2.260 0.692 0.481
Br -2.831 0.787 -0.159
H -0.583 -1.905 -1.465
H 0.580 -2.135 -0.503
H 1.378 -0.447 -1.819
H -0.313 0.631 -1.679
H -2.111 -1.739 0.239
H -0.742 -2.142 1.147
H 0.272 0.888 2.030
H -0.600 1.846 1.015



Values for energy relative to the best compared isomer or geometry (same formula, charge and spin), eV, ordered as above
1.1715 4.9730